No. 1
202
Properties=species:S:1:pos:R:3:forces:R:3 method="wB97M-V/def2-TZVPD" smiles="CC1(C)CCCC(C)(C)N1O.CC1(C)CCCC(C)(C)N1O.CC1(C)CCCC(C)(C)N1O.C[C@H]1COC(=O)O1.C[C@H]1COC(=O)O1.C[C@H]1COC(=O)O1.C[C@H]1COC(=O)O1.CCCC#N.CCCC#N.CCCC#N.CCCC#N.CCCC#N" lumo_ev=0.33 fmax_ha_per_bohr=0.0589 total_energy_ha=-4036.6021 e_homo_ev=-8.6
C -2.704 -1.699 -5.367 -0.4 0.0 -0.5
C -2.311 -0.214 -5.294 0.1 0.7 0.8
C -1.094 -0.200 -4.333 1.0 -0.7 -1.2
C -2.012 0.299 -6.725 0.4 0.3 0.7
C -3.305 0.487 -7.552 0.7 0.9 1.0
C -4.328 1.357 -6.772 0.8 1.5 0.1
C -4.541 1.031 -5.250 -0.1 0.3 -1.2
C -5.163 2.332 -4.656 0.6 -1.6 -0.5
C -5.463 -0.172 -5.130 -1.6 0.2 0.3
N -3.231 0.801 -4.675 0.6 -0.6 0.3
O -3.431 0.398 -3.301 0.0 1.3 0.1
H -3.488 -1.954 -6.065 -0.3 0.2 -0.3
H -1.824 -2.161 -5.810 0.2 -0.4 0.4
H -3.000 -2.171 -4.428 0.4 0.2 0.1
H -1.269 -0.824 -3.466 -0.3 -0.1 0.2
H -0.165 -0.654 -4.804 -1.0 0.7 0.2
H -0.922 0.799 -3.974 0.4 0.5 0.0
H -1.515 1.302 -6.717 -0.4 -0.6 0.4
H -1.227 -0.384 -7.103 -0.7 0.1 -0.5
H -2.982 0.938 -8.483 -0.3 0.4 -0.2
H -3.800 -0.400 -7.840 -0.3 -1.4 -0.1
H -5.288 1.321 -7.274 -0.3 -0.2 0.0
H -4.078 2.471 -6.808 0.2 -1.4 -0.1
H -4.509 3.151 -4.880 0.4 0.5 -0.1
H -5.269 2.257 -3.588 -0.5 0.0 0.4
H -6.090 2.464 -5.192 -0.5 0.3 0.2
H -5.668 -0.518 -4.085 0.3 0.4 -0.9
H -5.112 -0.990 -5.721 0.5 -0.6 0.0
H -6.427 0.046 -5.644 0.3 0.2 0.7
H -3.209 1.239 -2.833 0.0 -1.0 -0.2
C -1.517 -0.476 -0.211 0.7 -0.4 1.2
C -0.100 -1.090 -0.137 0.3 -1.3 0.8
C 0.287 -1.386 1.400 -0.9 1.2 -0.9
C -0.029 -2.431 -0.922 -1.1 -0.4 1.4
C 1.371 -2.933 -1.066 0.6 -0.5 -2.2
C 2.187 -1.974 -1.993 -1.2 0.6 2.7
C 2.187 -0.531 -1.331 -1.1 -1.0 -0.2
C 3.140 -0.455 -0.160 -0.5 -0.7 0.8
C 2.526 0.443 -2.433 -0.8 0.5 -0.7
N 0.746 -0.164 -0.873 1.6 0.0 -0.3
O 0.793 1.089 -0.130 -0.6 -0.1 -1.6
H -1.537 0.307 0.559 -0.2 0.1 -0.3
H -1.612 -0.029 -1.206 -0.5 -0.3 0.2
H -2.274 -1.232 0.088 0.5 0.5 -0.5
H 1.228 -1.875 1.539 0.7 -0.3 -0.2
H 0.319 -0.440 1.974 0.0 -0.4 -0.3
H -0.460 -2.034 1.866 -0.2 0.1 -0.2
H -0.662 -3.207 -0.332 0.8 1.3 -1.3
H -0.390 -2.278 -1.942 -0.6 -0.1 0.2
H 1.845 -3.089 -0.131 0.6 -0.1 0.9
H 1.333 -3.912 -1.591 0.1 0.3 0.4
H 1.654 -1.937 -2.926 0.1 0.1 -0.7
H 3.213 -2.316 -2.081 0.1 0.1 -0.3
H 4.181 -0.350 -0.453 0.2 -0.1 0.0
H 2.991 -1.291 0.556 0.5 0.0 -0.7
H 2.822 0.368 0.449 0.2 0.9 0.2
H 2.627 1.449 -2.092 -0.1 0.9 0.6
H 1.690 0.460 -3.158 0.4 -0.1 0.2
H 3.447 0.288 -2.976 0.3 -0.7 -0.1
H 0.247 1.623 -0.757 0.5 -0.1 0.9
C -1.029 -4.038 6.326 -1.9 0.4 -0.6
C -1.513 -2.680 6.919 0.2 -0.2 0.1
C -1.626 -2.856 8.463 -0.3 0.9 -0.2
C -0.425 -1.708 6.551 0.6 2.3 0.1
C -0.357 -1.275 5.084 -1.7 0.1 -0.7
C -1.731 -0.595 4.721 0.5 -1.6 0.5
C -2.955 -1.544 5.066 1.5 1.2 0.3
C -4.161 -0.643 5.037 -1.1 0.0 0.1
C -3.077 -2.617 4.013 -0.5 -0.5 -0.8
N -2.779 -2.060 6.421 -0.8 -2.1 1.1
O -3.875 -3.030 6.689 0.7 1.2 0.0
H -0.977 -3.929 5.223 0.3 -0.4 0.7
H -0.055 -4.255 6.749 0.0 -0.3 0.0
H -1.786 -4.810 6.575 0.7 0.1 -0.2
H -0.711 -3.204 8.895 1.0 -0.3 -0.1
H -1.791 -1.878 8.969 -0.4 -0.6 -0.5
H -2.358 -3.612 8.768 -0.2 0.5 -0.3
H -0.570 -0.736 7.106 0.2 -1.0 -0.2
H 0.560 -2.088 6.790 0.2 -0.2 0.5
H 0.371 -0.492 4.955 0.7 0.1 0.1
H -0.083 -2.088 4.378 -0.3 0.3 0.4
H -1.837 -0.419 3.653 0.3 0.3 -0.1
H -1.754 0.370 5.259 -0.4 -0.5 -0.1
H -4.229 0.088 5.842 0.6 0.0 0.1
H -5.103 -1.190 5.110 0.1 -0.2 -0.2
H -4.132 -0.107 4.097 -0.3 0.2 -0.3
H -3.054 -2.235 3.003 0.2 0.6 -0.4
H -4.042 -3.119 4.030 -0.1 -0.2 0.4
H -2.300 -3.364 4.025 0.3 -0.2 0.2
H -3.702 -3.842 6.191 0.3 0.1 -0.2
C -3.379 6.588 -1.105 -1.5 -0.2 -1.8
C -3.439 5.507 -2.196 0.4 -0.4 1.1
C -2.364 5.694 -3.280 -0.4 1.5 1.4
O -1.911 4.419 -3.506 1.0 -1.7 -0.6
C -2.097 3.661 -2.396 -1.0 1.9 -0.7
O -1.523 2.661 -2.199 1.2 -2.5 0.5
O -3.020 4.193 -1.610 -0.3 1.1 -0.2
H -3.716 7.511 -1.602 0.0 -0.1 0.2
H -2.385 6.747 -0.785 0.9 -0.1 0.5
H -4.070 6.376 -0.301 0.0 0.0 0.3
H -4.432 5.304 -2.585 -0.2 0.3 0.0
H -1.560 6.275 -2.771 -0.3 0.0 -0.8
H -2.704 6.136 -4.215 0.0 0.1 0.2
C 7.452 -0.195 2.684 -0.3 0.2 -0.6
C 6.602 1.031 3.024 1.1 -1.8 0.4
C 6.187 1.806 1.814 0.2 0.7 -0.4
O 4.862 2.192 2.139 -0.8 0.4 -0.3
C 4.376 1.456 3.162 1.1 0.2 0.8
O 3.287 1.571 3.621 -0.1 -0.3 -0.3
O 5.378 0.665 3.672 -0.9 0.5 -0.6
H 8.324 0.254 2.157 -0.3 -0.8 0.3
H 6.947 -0.962 2.034 0.4 0.9 0.4
H 7.758 -0.678 3.609 0.2 -0.1 -0.1
H 7.204 1.583 3.750 -0.3 0.5 -0.1
H 6.179 1.233 0.882 0.0 -0.2 0.2
H 6.823 2.695 1.662 -0.4 -0.2 0.1
C 3.073 4.567 -0.767 -0.1 0.7 -0.4
C 2.181 3.961 0.314 -0.3 0.1 -0.5
C 2.136 4.624 1.701 1.6 -0.6 0.2
O 0.966 5.461 1.731 0.4 0.3 -0.4
C 0.263 5.198 0.630 -0.9 -0.4 -1.1
O -0.764 5.698 0.247 0.5 0.3 1.0
O 0.812 4.214 -0.081 0.3 -0.9 -0.6
H 4.114 4.659 -0.489 0.2 0.1 0.5
H 2.724 5.554 -1.133 0.1 -0.3 0.6
H 3.111 3.967 -1.667 -0.3 -0.5 -0.1
H 2.373 2.862 0.341 -0.5 0.8 0.3
H 3.084 5.209 1.846 -1.2 -0.3 0.3
H 1.992 3.827 2.441 0.3 0.5 0.1
C -2.729 2.595 2.112 0.9 0.5 -0.4
C -3.725 3.552 2.710 1.1 -0.7 1.3
C -3.314 5.018 2.750 0.6 1.0 0.8
O -4.543 5.700 2.484 -0.7 -1.1 -1.1
C -5.362 4.806 1.826 1.1 0.4 0.0
O -6.337 5.130 1.250 -0.7 -0.1 -0.2
O -4.825 3.543 1.856 -1.8 1.4 -0.5
H -3.128 1.592 2.162 0.2 -0.4 0.3
H -1.735 2.689 2.599 -0.6 -0.3 -0.2
H -2.611 2.815 1.034 0.1 0.1 0.5
H -4.055 3.184 3.705 0.2 0.3 -0.4
H -2.525 5.251 2.002 -0.6 0.0 0.2
H -3.039 5.495 3.712 0.4 -1.0 -0.3
C 3.467 -2.613 5.021 1.6 0.3 -1.2
C 3.917 -2.604 3.521 0.5 -1.0 0.4
C 5.196 -3.464 3.184 0.4 0.5 0.9
C 5.141 -3.859 1.774 0.1 -0.4 0.6
N 4.971 -4.320 0.736 0.0 0.2 -0.4
H 3.388 -3.610 5.451 -0.4 0.0 -0.3
H 2.554 -2.030 5.033 -0.2 0.0 0.5
H 4.272 -2.128 5.596 -0.5 0.2 0.0
H 4.055 -1.575 3.173 0.0 -0.2 0.1
H 3.156 -3.061 2.888 -0.4 0.2 0.2
H 5.261 -4.379 3.796 -0.5 0.2 -0.4
H 6.168 -2.991 3.448 -0.7 0.2 -0.5
C 2.423 4.596 -5.543 0.4 1.2 1.7
C 1.390 3.546 -5.304 -0.3 -0.3 -0.7
C 1.637 2.253 -6.028 -0.6 -1.9 -2.0
C 2.964 1.662 -5.834 -0.3 1.2 0.2
N 4.074 1.427 -5.691 0.6 -0.6 0.1
H 3.319 4.430 -4.921 -0.2 0.1 -0.4
H 1.947 5.527 -5.192 0.5 0.0 -0.1
H 2.733 4.773 -6.552 0.0 -0.2 -0.8
H 0.423 3.992 -5.606 0.2 -0.8 0.4
H 1.393 3.209 -4.281 -0.4 0.6 0.8
H 1.513 2.274 -7.146 0.0 0.4 0.9
H 0.920 1.481 -5.719 -0.1 0.2 0.1
C -6.170 -2.838 0.184 -0.2 1.1 0.7
C -5.345 -1.525 0.080 -0.5 0.7 -0.6
C -4.560 -1.301 -1.246 -0.2 -0.2 0.4
C -3.696 -2.440 -1.493 -0.6 0.5 -0.3
N -3.032 -3.343 -1.699 0.7 -1.0 -0.2
H -6.437 -3.221 -0.783 0.0 -0.3 -0.5
H -7.130 -2.633 0.712 0.7 -0.1 -0.3
H -5.623 -3.571 0.764 0.0 -0.3 -0.1
H -4.604 -1.480 0.886 -0.4 0.2 0.1
H -6.067 -0.678 0.121 0.7 -0.4 0.4
H -3.879 -0.432 -1.244 -0.7 -0.2 0.3
H -5.234 -1.191 -2.101 0.1 0.0 0.2
C 6.356 -0.326 -3.164 0.7 -0.1 1.1
C 6.046 -1.813 -3.346 0.8 -0.5 -0.1
C 6.136 -2.679 -2.027 -0.5 1.4 -0.2
C 7.365 -2.404 -1.282 2.2 -0.4 0.6
N 8.382 -2.259 -0.729 -2.0 0.0 -0.9
H 5.708 0.028 -2.358 0.1 0.4 0.0
H 6.144 0.253 -4.044 -0.3 0.1 -0.5
H 7.420 -0.072 -2.898 -1.0 -0.6 -0.1
H 6.709 -2.208 -4.118 0.3 -0.2 0.2
H 5.071 -1.921 -3.815 -0.4 0.0 0.4
H 5.977 -3.754 -2.145 0.2 0.2 -0.2
H 5.358 -2.340 -1.332 -0.2 -0.1 -0.2
C 0.160 -5.540 2.742 0.7 0.4 -0.8
C 1.360 -5.495 1.790 0.2 1.4 -0.4
C 2.444 -6.524 2.093 0.0 0.0 2.4
C 2.944 -6.273 3.509 0.0 0.3 -0.8
N 3.425 -5.870 4.476 -0.3 -0.5 -0.2
H 0.440 -5.417 3.790 0.1 -0.1 -0.1
H -0.335 -6.460 2.575 -0.8 -1.1 0.3
H -0.513 -4.736 2.469 -0.3 0.2 0.0
H 1.724 -4.451 1.876 0.5 -0.6 -0.1
H 1.129 -5.571 0.709 -0.4 -0.2 0.6
H 3.364 -6.388 1.536 -0.2 -0.3 -0.7
H 2.020 -7.549 2.067 0.5 0.5 -0.3



No. 2
24
Properties=species:S:1:pos:R:3:forces:R:3 method="wB97M-V/def2-TZVPD" lumo_ev=-1.19 fmax_ha_per_bohr=0.2363 total_energy_ha=-829.4581 e_homo_ev=-8.4
C 2.880 -0.576 -0.484 -1.5 -0.1 1.0
C 2.107 -1.332 0.512 -3.3 0.0 2.1
C 0.931 -0.813 1.066 4.5 0.0 0.6
C 1.557 1.346 0.333 5.2 3.9 -0.7
C -2.047 1.470 -0.476 -1.2 -1.2 1.0
C -0.671 0.870 -0.479 -6.4 4.0 -4.7
C -0.579 -0.442 -0.490 1.8 -1.6 -5.5
C -2.779 -0.973 -0.194 -3.3 0.7 1.4
H 3.067 1.419 -0.941 0.4 0.2 -0.6
H 2.293 -2.376 0.692 0.5 -0.1 -0.1
H 0.199 -1.235 1.797 1.0 -0.1 -0.9
H -0.082 0.848 1.505 2.4 0.2 -2.0
H -3.938 0.771 0.139 -0.9 -0.2 0.0
H 0.109 1.631 -0.628 -2.1 -0.1 -1.3
H 0.425 -0.918 -0.712 -2.2 0.8 -0.4
H -1.345 -2.258 -0.079 0.2 -0.2 -0.7
N 2.392 0.736 -0.660 0.1 -0.2 1.4
N 0.657 0.532 0.761 1.9 -1.7 11.9
N -3.023 0.421 -0.025 3.0 -0.7 -1.6
N -1.522 -1.366 -0.531 -1.2 -0.3 0.7
O 3.757 -1.099 -1.096 1.2 0.2 -0.9
O 1.662 2.579 0.525 -1.0 -2.8 -0.4
O -2.458 2.611 -0.592 1.0 -1.3 0.0
O -3.594 -1.844 0.059 -0.2 0.7 -0.1



No. 3
17
Properties=species:S:1:pos:R:3:forces:R:3 method="wB97M-V/def2-TZVPD" lumo_ev="-0.13 / -1.05" fmax_ha_per_bohr=0.0867 total_energy_ha=-989.7332 e_homo_ev="-8.1 / -9.1"
C -0.559 -2.136 1.564 2.9 0.0 -0.5
C 1.829 1.463 1.634 0.3 -0.7 -1.5
C -1.614 0.321 -2.751 4.2 1.5 -0.5
N -1.153 -1.000 0.910 1.3 0.3 -1.6
O 0.495 -1.188 -1.091 0.5 0.0 -0.7
P -0.156 -0.178 -0.243 -1.2 -0.2 1.9
S -1.662 1.029 -1.111 0.3 0.5 0.6
H -0.135 -1.887 2.581 -0.5 -0.5 -1.0
H -1.217 -2.982 1.578 -0.5 -0.4 0.3
H 0.326 -2.443 0.849 -1.6 0.3 1.7
H 1.714 2.490 1.537 -1.0 1.6 0.3
H 1.716 0.856 2.459 -1.1 -0.7 1.9
H 2.713 1.175 1.165 1.3 -0.7 -1.3
H -2.126 -0.558 -2.762 -1.9 -2.2 -0.3
H -0.465 -0.041 -2.936 -2.8 1.3 -0.1
H -1.998 1.136 -3.396 0.5 -0.9 -0.1
H -1.718 -0.387 1.435 -0.8 0.6 0.8



No. 4
6
Properties=species:S:1:pos:R:3:forces:R:3 method="wB97M-V/def2-TZVPD" smiles="C#CC=O" lumo_ev=-0.45 fmax_ha_per_bohr=0.0891 total_energy_ha=-190.6489 e_homo_ev=-10.7
C 1.488 -0.252 -0.076 1.3 -1.1 1.0
C 0.293 -0.167 0.046 0.1 -0.2 -0.5
C -1.083 0.228 -0.010 -3.2 -1.9 0.1
O -2.095 -0.533 -0.025 3.7 2.7 0.1
H 2.524 -0.608 0.095 -1.3 0.7 -0.6
H -1.126 1.333 -0.030 -0.7 -0.2 -0.1